Formula: C25H31AsNO6PS5Tc
Source: the Open Molecules 2025 dataset
Level of theory: ωB97M-V with the def2-TZVPD basis set

relative energy (zero: lowest compared OMol25 entry of this formula, charge and spin)	91.56	kJ/mol
F_max	0.0564	hartree/bohr
LUMO level (alpha / beta)	-0.4488 / -0.4484	Eh
orbital gap (alpha / beta)	3.072 / 3.088	eV
total energy	-6125.39708	hartree

Geometry as ORCA input:
```
! RIJCOSX wB97M-V def2-TZVPD def2/J DEFGRID3
* xyz 3 1
H -2.418 4.880 -0.541
H 0.456 3.860 4.267
C -1.840 -2.636 3.280
H -3.922 3.970 -0.672
C -2.562 -4.359 1.777
H -2.620 2.243 5.394
C -2.382 -1.956 0.881
C 4.467 -3.185 3.795
H -2.073 -5.613 4.890
H 3.841 -0.356 2.303
H -1.485 -3.245 5.308
P -0.376 2.052 1.254
H 5.628 -1.752 2.642
O 0.824 2.885 1.765
C -6.398 -2.041 -0.654
H -2.709 0.876 3.284
H -5.884 -3.953 -1.530
C 4.673 -2.044 3.057
H 1.156 -2.723 4.402
H -2.353 -0.556 2.252
H 1.367 4.848 1.504
H 2.131 4.120 3.760
H -2.832 -4.709 0.792
H -7.413 -2.048 -1.034
C -2.114 -4.890 4.085
H -3.545 -3.835 -0.829
C -2.450 2.678 4.407
C 2.391 -1.425 3.262
C 1.102 4.448 3.613
C -2.931 3.976 -0.215
C 0.700 4.313 2.171
H -0.321 4.642 1.985
Tc 0.530 -0.124 0.848
C 3.194 -3.434 4.282
H -3.052 4.005 0.868
H 5.292 -3.857 3.987
C -3.762 -1.946 0.270
C -4.645 -0.856 0.526
H -2.735 -6.320 2.610
H -1.732 3.490 4.511
C -5.529 -3.114 -0.947
H -4.299 -0.003 1.090
H 1.031 5.495 3.912
O -0.830 2.731 -0.076
C -2.491 -5.284 2.809
N 3.645 -1.212 2.820
H -2.000 2.758 -1.733
S 3.072 -0.646 -0.729
O -1.610 2.239 2.197
H -1.541 -1.620 3.507
H 3.007 -4.319 4.876
C 2.152 -2.548 4.018
C -5.934 -0.906 0.103
H -3.393 3.088 4.047
C -1.328 -2.308 -0.192
C -1.781 -3.567 4.316
H -1.050 1.118 3.885
C -2.182 2.751 -0.663
As 5.542 1.264 -2.199
S 3.903 1.239 -3.311
S 1.145 -0.177 3.025
H -6.625 -0.107 0.338
O -2.021 -0.664 1.351
O -1.394 -3.236 -0.918
S 1.819 0.970 -0.549
C -4.237 -3.064 -0.530
H -2.689 1.822 -0.398
C -2.259 -3.022 2.011
S 4.886 0.116 -0.224
C -1.932 1.616 3.481
O -0.246 -1.472 -0.196
*
```

---

Formula: C25H31Br57I2O4P2
Source: the Open Molecules 2025 dataset
Level of theory: ωB97M-V with the def2-TZVPD basis set

F_max	0.0802	hartree/bohr
LUMO level	-0.0114	Eh
orbital gap	8.230	eV
total energy	-149268.86739	hartree

Geometry as ORCA input:
```
! RIJCOSX wB97M-V def2-TZVPD def2/J DEFGRID3
* xyz 0 1
Br -0.830 -0.250 11.068
C -2.398 -0.907 -0.736
Br -8.563 3.835 -0.299
Br 1.820 -9.497 -14.491
H 8.040 1.185 0.586
C -7.266 1.946 12.173
Br 0.266 -0.641 5.378
Br 9.563 9.931 2.568
Br 4.838 -3.558 2.311
Br -2.802 1.701 5.599
H -4.851 -4.822 -0.489
Br -1.023 0.727 -8.641
Br 9.558 9.928 9.300
Br 2.836 -3.157 -0.168
H -8.672 -2.082 0.742
H 10.841 7.830 9.648
C -8.146 -2.349 1.716
Br 4.065 -2.813 -14.915
Br 5.278 -4.480 -11.849
C -1.180 -1.801 5.939
Br 5.430 -1.113 -12.550
H -3.514 2.779 3.477
Br -0.855 -2.572 7.687
Br -7.817 0.772 0.302
C 6.998 7.388 7.183
Br 4.151 -3.455 -5.024
Br -4.879 -6.985 -2.011
C 6.135 6.580 2.790
H 2.910 -2.716 -7.045
Br -3.362 0.422 2.705
Br 1.286 0.780 -0.935
H -7.078 -0.659 6.350
P -5.468 -2.965 1.166
H -7.577 -4.271 0.579
H -7.196 -1.036 -2.749
I -1.651 0.844 -3.388
C 11.124 8.876 9.742
Br -7.282 1.289 10.350
H -2.738 -7.770 -2.998
Br -2.058 -5.481 -2.311
C -1.659 0.704 9.598
C -2.905 1.184 -8.697
Br -0.814 2.421 9.286
H 6.643 7.700 8.162
C 7.224 1.682 0.066
H 1.181 1.815 -3.190
C -6.891 -1.151 5.399
H -1.816 -0.025 -0.331
Br -7.998 -2.743 5.361
H 4.387 -1.547 0.922
C 9.191 11.582 3.511
Br -3.575 0.877 9.837
Br 2.792 -5.176 -7.368
C 3.726 -2.308 1.332
Br 6.352 8.200 1.753
C 1.926 1.179 -2.719
O -6.727 -3.327 -1.761
H 4.194 -0.358 -14.569
Br 4.579 -10.650 -13.325
Br 2.071 -0.421 -3.803
Br 7.452 12.301 3.045
Br 2.273 -0.880 -13.083
H -3.401 -0.911 -0.209
I -3.951 -1.326 -5.081
H -1.503 0.106 8.704
C 2.736 -3.531 -6.347
Br -6.131 3.505 12.365
Br 4.807 5.398 2.017
H -8.881 -2.537 2.553
H 5.766 6.876 3.768
Br -1.067 2.633 3.065
H -3.139 1.687 -7.762
Br 7.766 3.520 -0.216
Br -6.796 0.553 13.435
H -3.333 -4.011 0.314
C 4.016 -1.177 -13.877
C -3.603 -1.603 -2.942
Br 2.523 -6.019 -11.268
Br 0.993 -3.234 -5.553
Br 5.662 6.185 6.456
Br 2.468 -1.400 2.494
H 9.933 12.307 3.185
H -7.224 -4.264 2.438
Br -3.303 2.430 -10.127
H -2.069 -1.179 6.027
Br 6.961 0.743 -1.608
C 4.433 -6.197 -11.544
H -7.500 -1.451 1.985
H -8.281 2.260 12.407
C -7.225 -3.667 1.474
H -1.908 -1.910 -0.495
Br -2.261 -8.187 -0.595
Br 7.827 5.676 3.073
Br 8.698 6.499 7.451
Br 4.577 -7.967 -15.083
C 3.728 -9.681 -14.771
C -2.953 -7.188 -2.105
C -4.417 -4.348 0.445
Br 5.665 1.557 1.212
O -4.213 -2.629 -2.161
Br 3.584 2.178 -2.674
Br 5.282 -7.173 -10.100
Br 12.573 9.187 8.494
Br -7.362 0.110 4.003
Br -1.562 -3.157 4.609
H 3.862 -10.272 -15.674
P -5.735 -2.189 -1.561
H 4.570 -6.784 -12.448
H -9.944 2.007 0.664
C -2.791 1.994 3.683
O -5.728 -1.678 0.041
Br 11.681 9.151 11.578
Br 9.400 11.388 5.429
Br -8.700 2.703 2.702
Br 7.194 8.995 6.115
C -2.683 -0.742 -2.292
H -4.378 -5.167 1.249
C -8.905 2.288 0.819
O -6.269 -0.871 -2.481
Br -4.026 -0.395 -8.787
Br -5.006 -1.584 5.325
*
```

---

Formula: C25H31BrFN2O2PdSi2
Source: the Open Molecules 2025 dataset
Level of theory: ωB97M-V with the def2-TZVPD basis set

relative energy (zero: lowest compared OMol25 entry of this formula, charge and spin)	140.38	kJ/mol
F_max	0.0457	hartree/bohr
LUMO level (alpha / beta)	-0.2013 / -0.2016	Eh
orbital gap (alpha / beta)	5.908 / 5.904	eV
total energy	-4611.76980	hartree

Geometry as ORCA input:
```
! RIJCOSX wB97M-V def2-TZVPD def2/J DEFGRID3
* xyz 1 1
C -0.209 -4.691 -0.370
H 0.059 3.073 2.168
N 1.197 -1.474 0.790
H 0.412 3.701 -2.772
H 3.024 1.532 0.764
H -1.383 0.377 -4.420
H -1.992 -1.194 -1.170
H 4.115 3.276 -0.625
C -1.008 -1.300 -1.606
C 0.664 -2.133 1.826
C 0.660 -2.921 -2.364
H -4.126 1.698 0.223
H -3.447 0.264 -1.411
C 0.833 -5.000 -1.240
H -0.779 -0.682 -2.464
H -1.770 4.356 -3.244
C -0.741 -1.737 2.254
H -3.219 4.099 -2.264
C -3.520 0.868 -2.314
C 2.372 -1.888 0.328
H -0.837 2.008 -4.776
C 1.012 3.262 -1.985
C -0.978 2.008 -1.003
H -3.786 1.852 1.951
C -2.592 3.663 -3.045
H -1.288 2.353 3.079
C -0.383 -2.553 -1.489
H -3.133 4.273 -0.053
C 2.480 2.052 -0.012
H 0.073 1.018 -3.636
N 1.183 1.755 -0.150
H -0.096 1.320 2.313
F 1.439 -6.165 -1.104
Si -2.021 1.953 -2.592
C -0.654 2.246 2.193
H -0.516 -5.408 0.379
C -2.228 4.153 0.552
H -1.623 -3.184 0.164
C -0.937 1.272 -3.974
H -4.417 1.486 -2.220
C 1.269 -4.145 -2.248
H 4.042 -3.219 0.465
O -1.190 -2.244 3.257
H -1.424 4.740 0.094
C -0.815 -3.468 -0.502
C 3.081 3.007 -0.797
O -1.358 -0.901 1.476
H -3.672 0.199 -3.166
C -3.400 1.461 1.003
H 3.083 -4.390 2.452
H 2.795 4.329 -2.477
C 2.546 -3.576 1.984
H -3.309 0.379 1.107
H -2.436 4.577 1.541
Si -1.789 2.328 0.715
C 2.335 3.603 -1.819
H 2.071 -4.455 -2.906
C 3.088 -2.931 0.884
Pd -0.294 0.138 -0.031
C 0.436 2.364 -1.078
H -3.194 3.584 -3.957
H 0.820 -3.648 3.301
C 1.311 -3.178 2.459
H 0.967 -2.234 -3.145
Br 3.085 -1.023 -1.199
*
```